Molecular formula: C30H30AsBiF15O8PS
Method: DFT, the ωB97M-V functional and the def2-TZVPD basis

Geometry (Å):
As 1.25193 -3.44335 -2.21829
C -1.14412 4.91454 -3.03372
F -0.26251 -4.05335 -1.69739
P 0.60252 1.65992 -1.40938
C 3.95220 1.05474 0.75796
H -4.69040 -1.62490 -0.72640
C 1.21263 5.18081 -3.46776
H -1.35984 0.40449 4.80738
H -4.62741 -0.43261 1.38789
C -0.82702 3.75919 -2.33838
O -2.83853 0.52289 0.98980
F 0.46138 -3.81499 0.99577
H 3.09092 4.11150 1.96100
F 2.63031 -3.75019 4.51440
H -3.46816 -0.54862 -1.43126
H -4.06895 -2.22169 2.32864
H -0.30979 6.53678 -4.14673
H -3.39208 2.37137 1.72991
C 1.78705 -2.60630 2.56332
C -0.09366 -0.01197 -4.97098
H -1.27817 0.61838 -3.30146
C 1.18923 -0.21587 -5.46140
C -1.12297 -0.25590 3.97006
F 3.95780 -1.64078 2.26176
H -3.90751 -3.54054 0.31395
H -2.17240 5.24268 -3.12142
C -0.10098 5.62461 -3.60354
F 0.90987 -2.46527 4.79350
F -0.12339 -3.96955 3.05483
C 3.02256 3.19277 1.39345
H -2.26267 -1.91574 4.63358
F 2.02258 -4.28912 -0.96004
C 2.88334 0.82755 -0.09076
H 2.53026 3.68575 -2.65539
O -2.70908 -1.93149 -0.19619
C 0.46986 3.30492 -2.18369
F 2.98529 -2.42163 0.51890
C 4.01914 2.22883 1.49860
F 2.65861 -2.48113 -2.44029
F 3.84171 -3.77680 1.97907
H 4.73806 0.31772 0.83792
C -3.77851 -1.05740 -0.51863
C -4.07199 -0.01400 0.54364
H 2.99444 0.68880 -2.74795
S -2.02182 2.78606 -1.49547
O -0.78242 0.51875 2.81011
H 2.81051 -0.09310 -0.66202
C 3.16889 -2.63958 1.82242
C -0.27973 0.44782 -3.68116
H 2.01868 5.74562 -3.91792
C 2.06196 -2.61198 4.11079
H 1.19430 3.75526 0.41478
F 0.41931 -2.50255 -3.39220
C 0.94754 -3.88853 2.24261
F 1.62794 -5.02139 2.36593
H -3.23585 -0.75030 3.72556
C 2.12902 0.48474 -3.36423
H -0.95356 -0.21924 -5.59439
C 0.83803 0.69634 -2.88520
F 0.75389 -1.89705 -1.03937
H 4.85841 2.39334 2.16205
C 2.29428 0.01495 -4.65578
H 3.29216 -0.16650 -5.03224
H -4.68629 0.77044 0.08824
H -3.59911 1.01236 2.84774
C -2.98702 -3.04935 0.64253
C -2.26023 -1.24266 3.76925
C -3.12792 -2.73985 2.12426
H -1.62139 2.27838 3.51374
H 1.32917 -0.55982 -6.47761
C 1.95927 2.99578 0.53123
H -0.21682 -0.80466 4.19186
C -2.95605 1.42995 2.06905
O -2.89568 2.06187 -2.35134
O 1.14007 -1.44607 2.24570
H -1.00607 2.27497 1.84651
C -1.55881 1.69983 2.58973
C 1.89816 1.81163 -0.20961
O -2.54932 3.48321 -0.37424
H -3.14169 -3.69431 2.65986
H -2.15226 -3.73062 0.48315
O -0.92699 1.66877 -0.88413
F 2.84705 -1.59716 4.47756
C 1.50532 4.02099 -2.76541
O -2.03363 -1.95762 2.57315
Bi -0.34086 -0.87583 0.72637
F 1.63806 -4.62791 -3.36616

Forces on atoms 1 to 3 (eV/Å):
-0.40 0.81 0.01
-0.15 -0.03 0.02
-0.08 -0.24 0.01

LUMO (alpha / beta), eV: -3.46 / -3.91
Energy above the lowest of the compared OMol25 structures with the same formula, charge and spin, kJ/mol: 0.00
Orbital gap (alpha / beta), eV: 6.132 / 8.529
Charge: +1
HOMO energy (alpha / beta), eV: -9.588 / -12.443
Expectation value of S²: 0.75
Multiplicity: 2